# C41H43AsN10OPdS3

A structure of composition C41H43AsN10OPdS3 (wB97M-V/def2-TZVPD, the Open Molecules 2025 dataset).

Last column: Löwdin charge in e.
Element x y z (Å)
Pd -0.027 -0.302 -0.106  0.28
S -1.190 0.595 1.651  0.72
C -2.590 -0.334 1.819  -0.61
N -3.545 -0.035 2.664  -0.08
C -4.726 -0.905 2.781  -0.07
C -4.273 -2.331 2.675  -0.07
N -3.582 -2.495 1.383  -0.07
C -3.816 -3.781 0.688  -0.09
C -3.335 -4.927 1.539  -0.23
C -4.227 -5.836 2.089  -0.03
C -3.758 -6.893 2.861  -0.05
C -2.398 -7.038 3.085  -0.06
C -1.500 -6.131 2.533  -0.07
C -1.968 -5.080 1.763  -0.05
C -2.769 -1.563 0.953  -0.63
S -1.937 -1.632 -0.506  0.79
C -3.488 1.110 3.599  -0.09
C -3.362 0.621 5.020  -0.23
C -2.256 -0.137 5.399  -0.04
C -2.145 -0.602 6.699  -0.06
C -3.137 -0.309 7.630  -0.06
C -4.236 0.448 7.256  -0.05
C -4.351 0.909 5.950  -0.04
H -5.434 -0.652 1.989  0.15
H -5.191 -0.717 3.746  0.14
H -5.114 -3.018 2.703  0.14
H -3.592 -2.590 3.489  0.15
H -3.302 -3.753 -0.268  0.09
H -4.887 -3.849 0.495  0.14
H -5.291 -5.732 1.906  0.12
H -4.457 -7.604 3.281  0.12
H -2.034 -7.867 3.677  0.11
H -0.436 -6.261 2.689  0.11
H -1.273 -4.385 1.300  0.09
H -4.406 1.682 3.462  0.14
H -2.651 1.742 3.315  0.09
H -1.471 -0.349 4.679  0.10
H -1.282 -1.184 6.995  0.11
H -3.048 -0.667 8.646  0.11
H -5.006 0.682 7.979  0.12
H -5.210 1.505 5.662  0.12
C 3.196 -1.499 -4.454  -0.06
N 2.192 -1.563 -3.398  -0.11
C 1.876 -0.645 -2.497  -0.13
N 0.925 -1.132 -1.707  -0.09
C 0.714 -2.393 -2.186  -0.21
N 1.462 -2.685 -3.214  0.15
C 4.492 -2.201 -4.114  -0.19
C 5.523 -2.128 -5.045  -0.03
C 6.712 -2.805 -4.829  -0.04
C 6.882 -3.565 -3.683  0.00
C 5.858 -3.630 -2.746  -0.13
C 4.664 -2.943 -2.956  0.03
C 6.049 -4.472 -1.562  -0.29
N 6.943 -5.375 -1.384  0.14
N 6.706 -5.915 -0.119  0.14
C 5.688 -5.293 0.352  -0.29
O 5.204 -4.353 -0.503  0.13
C 5.055 -5.474 1.660  -0.13
C 5.351 -6.609 2.405  0.00
C 4.776 -6.773 3.655  -0.04
C 3.921 -5.807 4.165  -0.03
C 3.635 -4.664 3.425  -0.19
C 2.759 -3.595 4.043  -0.07
N 2.354 -2.581 3.079  -0.13
C 1.337 -2.603 2.217  -0.13
N 1.408 -1.563 1.403  0.03
C 2.532 -0.934 1.825  -0.22
N 3.137 -1.509 2.837  0.14
C 4.196 -4.504 2.168  0.03
H 3.365 -0.444 -4.671  0.14
H 2.744 -1.954 -5.333  0.14
H 2.303 0.340 -2.438  0.09
H 0.001 -3.084 -1.770  0.09
H 5.392 -1.549 -5.953  0.12
H 7.506 -2.747 -5.560  0.12
H 7.796 -4.116 -3.507  0.12
H 3.870 -3.034 -2.226  0.11
H 6.029 -7.348 1.998  0.12
H 4.999 -7.657 4.238  0.12
H 3.486 -5.939 5.149  0.12
H 3.293 -3.068 4.832  0.14
H 1.857 -4.029 4.474  0.13
H 0.589 -3.380 2.208  0.12
H 2.898 -0.040 1.359  0.07
H 4.004 -3.616 1.581  0.11
C 3.566 3.886 -0.831  -0.24
As 2.291 3.212 0.425  0.73
C 3.320 2.565 1.908  -0.24
C 1.304 4.705 1.102  -0.24
S 1.001 1.880 -0.625  0.19
H 4.114 4.713 -0.383  0.05
H 3.040 4.223 -1.721  0.05
H 4.252 3.081 -1.086  0.05
H 3.877 3.414 2.305  0.05
H 4.022 1.806 1.575  0.04
H 2.665 2.168 2.680  0.04
H 2.005 5.473 1.428  0.05
H 0.700 4.372 1.943  0.04
H 0.661 5.091 0.315  0.05

Properties
Total energy = -5768.7756 hartree
2S+1 = 1
Total charge = +2
HOMO level = -12.22 eV
Energy above the lowest of the compared OMol25 structures with the same formula, charge and spin = 7.8 kcal/mol